{
  "formula": "C2H5N4S",
  "method": "ωB97M-V/def2-TZVPD",
  "e_above_lowest_kj_mol": 261.32,
  "e_lumo_ha": -0.185,
  "orbital_gap_ev": 7.92,
  "smiles": "NC(=[NH2+])NN=C=S",
  "total_charge": 1,
  "max_force_ev_per_a": 6.51,
  "symbols": ["N", "C", "N", "N", "N", "C", "S", "H", "H", "H", "H", "H"],
  "positions_angstrom": [[2.08837, 0.40763, 0.03226], [0.81421, 0.02572, -0.01215], [0.48467, -1.25328, -0.12355], [-0.12815, 0.95272, 0.04756], [-1.65570, 0.37943, 0.06512], [-2.89423, 0.18645, 0.01262], [-4.52466, -0.27828, -0.00644], [2.36197, 1.37426, 0.09748], [2.83014, -0.26865, -0.05646], [1.17995, -1.97910, -0.11526], [-0.49540, -1.49584, -0.10057], [-0.06118, 1.94893, 0.15941]],
  "forces_ev_per_a": [[-0.01, 0.11, 0.00], [0.47, -1.05, -0.03], [-0.11, 0.47, 0.08], [-6.38, -1.25, -0.15], [0.58, 0.03, -0.01], [1.00, 0.22, 0.06], [4.58, 1.38, 0.04], [-0.06, 0.01, 0.00], [-0.07, 0.00, 0.00], [0.04, -0.01, -0.02], [0.03, -0.06, -0.03], [-0.06, 0.16, 0.05]]
}

---

{
  "formula": "C4H7NO",
  "method": "ωB97M-V/def2-TZVPD",
  "e_above_lowest_kj_mol": 243.23,
  "e_lumo_ha": 0.031,
  "orbital_gap_ev": 9.48,
  "smiles": "CC=C=O.C=N",
  "total_charge": 0,
  "max_force_ev_per_a": 0.90,
  "symbols": ["C", "C", "C", "O", "H", "H", "H", "H", "C", "N", "H", "H", "H"],
  "positions_angstrom": [[0.05542, -2.45297, 0.37878], [-0.01525, -0.96550, 0.13882], [-0.09513, -0.43203, -1.06019], [-0.18998, 0.01479, -2.13731], [0.87113, -2.68612, 1.07101], [0.24543, -2.99751, -0.55039], [-0.87507, -2.83820, 0.81172], [0.01731, -0.26384, 0.96352], [-0.33740, 2.62470, -0.16899], [0.81402, 2.20865, 0.16140], [-0.59688, 2.63667, -1.23063], [-1.10895, 2.97429, 0.52959], [0.94147, 2.24631, 1.17562]],
  "forces_ev_per_a": [[0.00, -0.14, 0.00], [0.00, 0.16, -0.19], [-0.08, 0.13, -0.51], [0.11, -0.36, 0.82], [-0.12, 0.02, -0.12], [-0.05, 0.07, 0.13], [0.14, 0.05, -0.06], [0.01, -0.07, -0.12], [0.18, -0.01, -0.06], [-0.36, 0.17, 0.07], [0.00, -0.01, 0.15], [0.18, -0.04, -0.05], [-0.03, 0.02, -0.08]]
}

---

{
  "formula": "C27H35As3Br2Cl3NO2V",
  "method": "ωB97M-V/def2-TZVPD",
  "e_lumo_ha": [-0.414, -0.413],
  "orbital_gap_ev": [4.13, 4.15],
  "total_charge": 3,
  "max_force_ev_per_a": 1.26,
  "symbols": ["V", "Cl", "C", "C", "C", "Cl", "C", "O", "C", "Cl", "C", "H", "H", "C", "As", "C", "C", "C", "C", "C", "As", "C", "C", "C", "As", "C", "C", "H", "H", "H", "H", "H", "H", "H", "H", "H", "H", "H", "H", "H", "H", "H", "H", "H", "H", "H", "H", "H", "H", "H", "H", "H", "H", "H", "C", "C", "C", "C", "C", "C", "Br", "C", "C", "Br", "C", "O", "C", "N", "H", "H", "H", "H", "H", "H"],
  "positions_angstrom": [[0.17140, 0.71215, 0.54964], [6.04379, 4.35598, -1.06730], [4.48471, 3.79364, -0.66663], [4.26777, 2.41107, -0.58751], [2.99424, 2.03501, -0.26223], [2.50627, 0.33747, -0.06648], [1.95145, 2.90921, -0.00630], [0.76763, 2.37197, 0.36338], [2.19154, 4.27745, -0.08177], [0.92164, 5.38077, 0.22178], [3.46685, 4.71015, -0.41677], [5.07082, 1.70939, -0.76245], [3.67171, 5.77028, -0.48096], [1.73686, -2.68417, 0.65361], [0.12278, -1.77306, 0.08622], [-1.30849, -2.69880, 0.99324], [0.16326, -2.15240, -1.82692], [-0.95313, -1.66497, -2.75464], [-2.30771, -2.20238, -2.29024], [-0.97593, -0.13993, -2.88264], [-1.42122, 0.96525, -1.34361], [-3.26929, 0.72523, -0.83237], [-1.28162, 2.77079, -2.00298], [-0.66437, -2.24761, -4.16011], [0.85135, -1.78273, -5.39304], [0.22977, -0.04403, -6.06059], [2.28703, -1.09548, -4.22199], [1.45469, -3.71883, 0.84920], [2.15536, -2.24289, 1.55383], [2.46482, -2.65671, -0.15529], [-1.42427, -3.66812, 0.50847], [-2.24403, -2.14834, 0.95054], [-1.00490, -2.82037, 2.03143], [0.22324, -3.24460, -1.86566], [1.13352, -1.77072, -2.14681], [-2.58625, -1.85415, -1.29149], [-2.29815, -3.29302, -2.26623], [-3.10026, -1.90391, -2.97792], [-1.73141, 0.15910, -3.61719], [-0.01827, 0.23905, -3.23987], [-3.80166, 0.36421, -1.71139], [-3.65723, 1.69420, -0.52608], [-3.37897, 0.01644, -0.01573], [-2.11927, 2.92589, -2.68392], [-0.34121, 2.88630, -2.53925], [-1.33069, 3.47382, -1.17453], [-1.54067, -2.05886, -4.78840], [-0.61853, -3.33465, -4.05627], [-0.75908, -0.16276, -6.50338], [0.90910, 0.25463, -6.85820], [0.20616, 0.75661, -5.32155], [2.73729, -1.90395, -3.64514], [2.00391, -0.26927, -3.56325], [3.05565, -0.72354, -4.90018], [0.96069, -2.97152, 4.43166], [0.17967, -1.74217, 4.76486], [-0.16434, -1.50359, 6.11778], [-0.88085, -0.39841, 6.45527], [-1.27674, 0.49993, 5.43574], [-2.01950, 1.69340, 5.66460], [-2.56147, 2.15325, 7.37869], [-2.35462, 2.55236, 4.63040], [-1.97066, 2.25239, 3.33126], [-2.40496, 3.42251, 1.93968], [-1.26407, 1.08206, 3.08444], [-0.88995, 0.77082, 1.83868], [-0.88420, 0.17835, 4.12198], [-0.16113, -0.91428, 3.78865], [0.51686, -3.84692, 4.90653], [1.97992, -2.88672, 4.81486], [0.99779, -3.13202, 3.35831], [0.14977, -2.21089, 6.87322], [-1.14861, -0.20047, 7.48397], [-2.91158, 3.45607, 4.83332]],
  "forces_ev_per_a": [[-0.10, 1.23, 0.26], [-0.03, 0.00, 0.01], [0.07, -0.01, -0.02], [-0.03, 0.08, 0.00], [0.02, -0.19, 0.01], [0.21, 0.08, -0.07], [-0.14, -0.01, -0.04], [-0.04, -0.73, 0.18], [0.07, 0.04, -0.07], [0.00, -0.01, 0.00], [-0.05, 0.01, 0.00], [-0.01, -0.01, 0.00], [0.00, 0.00, 0.00], [-0.03, 0.02, 0.01], [0.01, -0.29, -0.19], [0.00, -0.02, 0.00], [0.01, -0.06, 0.03], [0.04, 0.02, -0.01], [-0.04, -0.01, 0.01], [-0.04, 0.02, 0.00], [-0.09, -0.15, -0.21], [0.03, 0.01, 0.03], [0.00, -0.02, -0.02], [-0.03, 0.00, 0.00], [-0.01, 0.03, 0.05], [0.00, -0.01, -0.03], [0.01, -0.01, -0.01], [0.04, -0.01, -0.01], [-0.02, 0.00, 0.03], [0.01, 0.00, 0.01], [-0.03, -0.01, 0.02], [0.00, 0.01, -0.02], [-0.01, 0.03, -0.02], [-0.02, 0.00, -0.02], [0.01, 0.00, -0.01], [0.02, 0.01, 0.00], [0.00, 0.00, -0.01], [0.00, 0.00, 0.00], [0.02, -0.01, -0.03], [0.02, 0.01, 0.02], [-0.05, 0.02, 0.02], [0.00, 0.02, 0.01], [0.02, -0.02, -0.01], [0.02, 0.04, -0.02], [0.00, 0.02, 0.01], [-0.01, -0.01, 0.01], [0.00, -0.01, 0.00], [0.02, 0.00, -0.01], [0.00, 0.01, 0.00], [0.00, 0.00, 0.00], [0.01, 0.00, 0.02], [0.00, 0.00, 0.00], [-0.01, -0.01, 0.00], [0.00, 0.00, 0.00], [-0.02, 0.00, -0.01], [0.01, -0.02, 0.07], [0.00, -0.01, -0.03], [-0.02, 0.04, -0.01], [0.02, -0.04, 0.02], [0.02, -0.04, 0.01], [0.00, 0.01, 0.00], [-0.02, 0.04, -0.11], [-0.09, 0.15, 0.21], [0.01, -0.04, -0.02], [0.12, -0.32, -0.39], [0.17, 0.15, 0.25], [-0.08, -0.03, 0.11], [-0.04, 0.07, 0.01], [0.01, 0.00, 0.01], [0.00, 0.01, -0.01], [0.03, 0.00, -0.02], [0.00, 0.00, 0.00], [0.00, -0.01, 0.00], [0.00, 0.00, 0.00]]
}

---

{
  "formula": "C31H44N4O4",
  "method": "ωB97M-V/def2-TZVPD",
  "e_above_lowest_kj_mol": 9.77,
  "e_lumo_ha": 0.020,
  "orbital_gap_ev": 8.75,
  "smiles": "CCN(CC)CCN1C(=O)[C@H]2[C@H](C(=O)Nc3cccc(C)c3)[C@@H]3C=C[C@]2(O3)[C@@H]1C(=O)N[C@@H]1CCC[C@@H](C)[C@H]1C",
  "total_charge": 0,
  "max_force_ev_per_a": 0.83,
  "symbols": ["C", "C", "N", "C", "C", "C", "C", "N", "C", "O", "C", "C", "C", "O", "N", "C", "C", "C", "C", "C", "C", "C", "C", "C", "C", "C", "O", "C", "C", "O", "N", "C", "C", "C", "C", "C", "C", "C", "C", "H", "H", "H", "H", "H", "H", "H", "H", "H", "H", "H", "H", "H", "H", "H", "H", "H", "H", "H", "H", "H", "H", "H", "H", "H", "H", "H", "H", "H", "H", "H", "H", "H", "H", "H", "H", "H", "H", "H", "H", "H", "H", "H", "H"],
  "positions_angstrom": [[5.12108, -2.13671, -2.18950], [3.66019, -2.12383, -1.73071], [2.84020, -1.00466, -2.19160], [2.82052, -0.83457, -3.64239], [2.22156, -2.03863, -4.36088], [3.13876, 0.23325, -1.47146], [2.33715, 0.33670, -0.16657], [1.03957, 0.94287, -0.34552], [0.61617, 1.96045, 0.43401], [1.25014, 2.48382, 1.32920], [-0.78311, 2.33513, -0.00028], [-1.01547, 3.80821, -0.36083], [-2.02819, 4.49658, 0.53935], [-3.06762, 4.97193, 0.14072], [-1.58715, 4.49735, 1.82446], [-2.20061, 5.01198, 2.97188], [-3.42303, 5.67238, 2.94426], [-3.95771, 6.15357, 4.12650], [-3.29332, 5.98476, 5.32660], [-2.06937, 5.32400, 5.36616], [-1.34950, 5.14573, 6.66893], [-1.53368, 4.84305, 4.18393], [-1.40115, 3.65208, -1.86578], [-2.69900, 2.87632, -1.94492], [-2.38428, 1.61180, -1.68975], [-0.90426, 1.65102, -1.39215], [-0.44847, 2.68000, -2.26990], [0.07620, 0.49428, -1.34514], [-0.55167, -0.85082, -0.92061], [-1.63228, -0.92480, -0.37244], [0.25467, -1.87778, -1.21658], [-0.06778, -3.27975, -0.98201], [-1.26670, -3.69020, -1.84241], [-1.59389, -5.16496, -1.64615], [-1.86516, -5.45278, -0.17366], [-0.68485, -5.05441, 0.71854], [0.50842, -5.99011, 0.52312], [-0.35329, -3.56721, 0.50050], [0.79908, -3.09904, 1.38779], [5.64528, -2.94460, -1.68600], [5.62130, -1.20275, -1.94388], [5.19704, -2.29878, -3.26151], [3.17987, -3.04863, -2.06039], [3.63243, -2.11075, -0.63843], [3.82237, -0.62455, -4.04538], [2.19549, 0.03720, -3.85714], [2.08276, -1.79456, -5.41096], [1.25370, -2.29239, -3.93520], [2.87136, -2.90741, -4.30048], [4.20653, 0.30683, -1.23087], [2.88881, 1.09169, -2.09781], [2.85969, 0.98226, 0.54502], [2.22902, -0.65632, 0.28292], [-1.51020, 1.94689, 0.71572], [-0.06972, 4.35869, -0.31006], [-0.69118, 4.05151, 1.99202], [-3.94149, 5.80282, 2.00996], [-4.90776, 6.66671, 4.10607], [-3.72192, 6.36517, 6.24237], [-1.99228, 4.64642, 7.39245], [-1.07388, 6.11510, 7.08306], [-0.44630, 4.55540, 6.53857], [-0.58317, 4.32648, 4.19394], [-1.32755, 4.56028, -2.45582], [-3.65258, 3.32501, -2.13102], [-2.99707, 0.74065, -1.58727], [0.56402, 0.38403, -2.31698], [1.15905, -1.65453, -1.63889], [0.81601, -3.84460, -1.29556], [-1.04768, -3.48613, -2.89365], [-2.12209, -3.08012, -1.54994], [-0.76407, -5.77868, -2.00166], [-2.47306, -5.42570, -2.23841], [-2.08593, -6.51347, -0.03722], [-2.74560, -4.88594, 0.13637], [-1.00771, -5.16155, 1.76133], [0.19052, -7.02092, 0.66529], [0.93480, -5.90390, -0.47193], [1.28735, -5.77717, 1.25003], [-1.24308, -2.99197, 0.77257], [1.75537, -3.46620, 1.01994], [0.65797, -3.45606, 2.40534], [0.83141, -2.01245, 1.41880]],
  "forces_ev_per_a": [[-0.31, 0.08, 0.06], [0.14, -0.11, -0.01], [0.03, 0.18, -0.23], [-0.06, -0.09, -0.14], [0.19, 0.24, 0.10], [-0.08, 0.00, 0.33], [0.39, 0.12, 0.04], [0.17, -0.32, -0.21], [-0.49, 0.30, 0.04], [0.15, 0.22, 0.31], [0.29, -0.09, -0.14], [-0.01, 0.06, -0.25], [0.57, -0.24, -0.24], [-0.28, 0.15, -0.11], [0.27, -0.08, 0.33], [-0.27, 0.18, 0.16], [-0.06, -0.01, -0.24], [0.08, -0.02, 0.15], [-0.03, 0.02, 0.01], [-0.03, 0.00, -0.10], [-0.01, 0.02, -0.01], [-0.07, 0.04, -0.01], [-0.38, 0.45, 0.24], [0.13, -0.07, -0.23], [0.09, 0.00, -0.26], [-0.26, -0.23, 0.41], [0.49, -0.14, 0.06], [-0.28, 0.02, -0.11], [0.57, 0.36, -0.49], [-0.51, 0.06, 0.33], [0.16, -0.36, -0.04], [-0.60, 0.12, 0.13], [0.22, -0.23, -0.08], [-0.16, 0.15, 0.09], [0.15, -0.09, 0.00], [-0.13, -0.01, -0.05], [-0.20, 0.16, 0.11], [0.26, -0.11, 0.14], [-0.32, 0.02, -0.14], [0.09, -0.07, 0.02], [0.11, 0.06, -0.01], [0.06, -0.01, -0.11], [0.00, -0.04, 0.13], [-0.08, -0.10, -0.01], [-0.05, 0.07, 0.00], [0.10, 0.00, 0.02], [-0.02, -0.04, -0.10], [-0.13, -0.06, 0.03], [0.04, -0.14, -0.02], [-0.02, 0.04, -0.06], [0.04, -0.02, -0.02], [-0.06, -0.14, -0.04], [0.09, 0.06, 0.01], [0.10, -0.05, -0.03], [-0.08, -0.04, 0.06], [-0.07, 0.03, -0.14], [-0.01, 0.00, -0.03], [-0.08, 0.04, -0.01], [-0.05, 0.04, 0.11], [0.02, -0.04, 0.08], [0.06, 0.02, 0.07], [0.07, -0.04, 0.05], [0.12, -0.07, 0.02], [0.03, -0.03, 0.00], [-0.29, 0.03, 0.04], [-0.24, -0.14, 0.07], [-0.02, 0.00, 0.03], [-0.04, 0.11, -0.03], [0.00, 0.00, 0.01], [-0.01, 0.06, -0.01], [-0.02, 0.06, -0.02], [0.02, -0.08, -0.08], [0.05, -0.07, -0.05], [-0.07, -0.02, 0.06], [-0.09, 0.00, 0.03], [0.02, 0.05, -0.04], [0.02, -0.13, -0.01], [0.12, -0.04, -0.13], [0.15, -0.02, 0.04], [0.03, -0.05, -0.06], [0.17, -0.04, -0.01], [0.05, -0.04, 0.14], [0.08, 0.10, 0.04]]
}

---

no.,DFT total energy (eV)
1,-18941.1599
2,-7797.1235
3,-419980.6225
4,-47013.4283